No. 1
Density functional theory data (wB97M-V/def2-TZVPD) for a 2-piece molecular cluster, C5H13N2O overall.

Structure (XYZ):
```
21
Properties=species:S:1:pos:R:3:forces:R:3
C 0.020163 -0.875940 0.691686 2.5 -0.9 -0.2
N 1.205173 -1.542214 1.074406 -3.6 3.0 -1.6
C 2.441319 -2.707738 -1.674475 0.6 1.0 1.1
C -0.515892 0.601412 0.827096 -0.2 0.2 1.9
C -1.930479 0.383670 1.372280 -2.2 0.3 0.6
N -0.494975 1.344529 -0.391688 0.6 0.0 -0.5
C -0.691494 2.864949 -0.174996 1.1 0.5 -0.3
O -1.874970 3.354235 0.089751 -0.2 -0.6 0.3
H 0.982661 -0.692956 -0.080491 0.3 -0.7 0.9
H -0.802184 -1.439080 0.179365 0.5 -0.2 0.2
H 1.976627 -3.623908 -1.335024 0.1 -0.3 -0.1
H 2.178418 -1.944011 -0.887663 0.3 -0.8 -1.3
H 3.548311 -2.778201 -1.658453 -0.6 -0.2 -0.1
H 2.105812 -2.445627 -2.673756 -0.1 0.1 0.1
H 0.047872 1.189913 1.620966 -0.3 -0.8 -1.0
H -2.586691 -0.290414 0.679684 1.3 0.8 1.1
H -1.752965 -0.141212 2.387593 -1.0 0.8 -1.3
H -2.584794 1.387332 1.400739 1.9 -2.0 0.3
H -1.248454 0.984230 -0.957453 -0.4 0.2 -0.4
H 0.155982 3.014314 0.539642 -0.2 0.0 0.9
H -0.179441 3.356715 -1.029207 -0.3 -0.4 -0.9
```
Forces are in eV/Å.

Results
E: -10418.298 eV
LUMO: 0.1299 Eh
Net charge: -1

---

No. 2
Density functional theory data (wB97M-V/def2-TZVPD) for C7H20N3O3Si as an isolated structure.

Structure (XYZ):
```
34
Properties=species:S:1:pos:R:3:forces:R:3
C -2.302195 -0.616351 -0.761994 1.8 -3.2 -0.5
C -1.547309 3.005662 0.719922 0.1 0.7 -0.7
C 3.225533 1.306448 0.111209 1.2 0.7 1.9
C 1.891173 -2.404115 -1.563206 1.1 1.7 -1.1
C 0.527450 -1.589558 2.356027 3.0 0.0 0.1
C -0.272923 2.197986 0.454260 -0.8 0.4 -1.0
C -0.338506 0.932850 -0.403383 -0.7 0.9 -3.9
N -3.367137 -1.272662 -0.227012 1.7 5.0 3.9
N -1.792664 -1.263037 -1.848182 1.4 1.6 0.2
N -1.604245 0.287447 -0.105843 -1.1 -1.1 -2.0
O 2.229069 0.468162 0.601031 0.1 -1.0 -0.4
O 1.156127 -1.125155 -1.455835 0.7 -2.5 -2.2
O 0.709877 -1.548287 0.950953 -1.8 -1.3 -0.3
Si 1.041139 -0.382891 -0.086666 -0.2 2.5 1.8
H -2.024508 3.276944 -0.256292 0.1 -0.3 0.9
H -1.297230 4.027560 1.230895 -0.6 -2.3 -0.5
H -2.175639 2.296206 1.290062 -0.4 1.3 0.1
H 3.844772 1.014377 -0.688955 0.3 -1.4 -1.3
H 3.948607 1.463987 0.935429 -0.5 0.2 -0.3
H 2.819470 2.224155 -0.201462 -0.6 1.5 -0.1
H 1.707090 -3.153096 -0.818414 -0.3 0.1 0.7
H 2.952187 -2.111631 -1.629645 -0.3 -0.4 0.5
H 1.687034 -2.802938 -2.533199 -0.5 -0.3 -0.6
H -0.415550 -1.937375 2.764880 -0.4 0.0 -0.7
H 0.726002 -0.527388 2.586019 0.0 -0.8 1.4
H 1.360929 -2.335537 2.687178 -1.5 1.7 0.1
H 0.410730 2.848550 -0.005722 1.3 0.7 -0.6
H 0.106685 1.959408 1.387860 1.1 -0.6 1.9
H -0.475016 1.304899 -1.691747 0.7 -1.2 3.8
H -3.839649 -1.825185 -0.808903 -2.5 -2.7 -2.5
H -3.885262 -0.753194 0.508687 0.2 -0.9 -1.0
H -2.261058 -1.997218 -2.289176 -1.5 -0.9 -0.4
H -0.792064 -1.436752 -1.979729 -0.1 1.1 0.4
H -1.952924 0.467740 0.770964 -1.0 0.6 2.3
```
Forces are in eV/Å.

Results
E: -26069.349 eV
LUMO: -0.1033 Eh
Net charge: +1

---

No. 3
Density functional theory data (wB97M-V/def2-TZVPD) for C35H32CrN6OP2S4 as an isolated structure.

Structure (XYZ):
```
81
Properties=species:S:1:pos:R:3:forces:R:3
Cr -1.686143 -0.746302 0.431253 0.3 -0.1 0.0
S 0.722787 2.648006 -1.415963 0.1 0.0 0.1
P -0.208741 2.282444 0.336882 0.2 0.1 -0.1
C -0.203852 0.780576 1.113089 -0.3 -0.2 0.0
P 1.243129 0.086330 1.630471 0.2 -0.1 0.0
S 2.195725 -1.355895 0.560541 0.0 0.0 0.1
C 1.019928 -0.614237 3.318809 -0.1 0.1 0.0
C 1.876025 -1.582749 3.836522 0.0 0.0 0.0
C 1.724193 -2.030143 5.141196 0.0 0.0 0.0
C 0.703889 -1.525313 5.939461 0.0 0.0 0.0
C -0.163269 -0.573464 5.424865 0.0 0.0 0.0
C 0.000789 -0.116083 4.123571 0.0 0.0 0.0
C 2.545033 1.344146 1.972423 0.0 0.0 0.1
C 3.415722 1.728154 0.957581 0.0 0.0 0.0
C 4.366487 2.714906 1.179561 0.0 0.0 0.0
C 4.466160 3.324423 2.422084 0.0 0.0 0.0
C 3.603066 2.947655 3.442242 0.0 0.0 0.0
C 2.647662 1.966940 3.215975 0.0 0.0 -0.1
C -1.963820 2.797123 0.140415 -0.1 0.0 0.1
C -2.950433 2.262816 0.962641 0.0 0.0 0.0
C -4.277806 2.645236 0.814294 0.0 0.0 0.0
C -4.627812 3.588982 -0.140147 0.0 0.0 0.0
C -3.640913 4.155279 -0.938806 0.0 0.0 0.0
C -2.318260 3.760756 -0.797699 0.0 0.0 0.0
C 0.300073 3.631227 1.506122 0.0 0.0 0.0
C -0.288090 3.665950 2.770723 0.0 0.0 0.0
C 0.037137 4.660889 3.678570 0.0 0.0 0.0
C 0.966194 5.637491 3.335409 0.0 0.0 0.0
C 1.555247 5.609548 2.081153 0.0 0.0 0.0
C 1.217728 4.615771 1.168138 0.0 0.0 0.0
H 2.647128 -1.990933 3.194025 0.0 0.0 0.0
H 2.395318 -2.787333 5.532094 0.0 0.0 0.0
H 0.570978 -1.893554 6.950793 0.0 0.0 0.0
H -0.993790 -0.209509 6.017351 0.0 0.0 0.0
H -0.686982 0.598873 3.692286 0.0 0.0 0.0
H 3.336237 1.246070 -0.007913 0.0 0.0 0.0
H 5.026775 3.012517 0.372794 0.0 0.0 0.0
H 5.205373 4.099739 2.591896 0.0 0.0 0.0
H 3.659463 3.429261 4.411590 0.0 0.0 0.0
H 1.975901 1.684256 4.016078 0.0 0.0 0.0
H -2.674285 1.532455 1.714295 0.0 -0.1 0.0
H -5.034936 2.190426 1.441767 0.0 0.0 0.0
H -5.664129 3.883419 -0.262391 0.0 0.0 0.0
H -3.903836 4.899585 -1.683309 0.0 0.0 0.0
H -1.539483 4.175521 -1.427077 0.0 0.0 0.0
H -0.999197 2.893144 3.039516 0.0 0.0 0.0
H -0.428064 4.670637 4.657888 0.0 0.0 0.0
H 1.231966 6.411470 4.047198 0.0 0.0 0.0
H 2.292478 6.357885 1.811039 0.0 0.0 0.0
H 1.668883 4.578601 0.183711 0.0 0.0 0.0
C -1.091169 -5.105464 5.126290 0.0 0.0 0.0
C -1.096528 -4.207896 3.918412 0.0 0.0 0.0
C -0.249737 -4.460991 2.840192 0.0 0.0 0.0
C -0.270997 -3.534426 1.816625 0.0 0.0 0.0
N -1.076177 -2.484101 1.838457 -0.1 0.0 0.0
C -1.934953 -2.347016 2.878613 0.0 -0.1 0.1
S -3.023504 -1.031628 2.792222 0.1 0.1 -0.2
N -1.933181 -3.185754 3.943409 0.0 0.1 0.0
H -1.544606 -6.071519 4.889789 0.0 0.0 0.0
H -1.661423 -4.636966 5.925926 0.0 0.0 0.0
H -0.069928 -5.289962 5.466125 0.0 0.0 0.0
H 0.427615 -5.304083 2.830879 0.0 0.0 0.0
H 0.405120 -3.593094 0.972372 0.0 0.0 0.0
C -2.142565 3.199427 -4.300002 0.0 0.0 0.0
C -2.874771 1.938670 -3.841701 0.0 0.0 0.1
C -1.940568 0.948791 -3.227828 0.0 0.0 0.0
N -2.036324 0.547371 -2.015754 0.0 0.0 -0.2
N -1.016786 -0.277547 -1.629773 -0.6 -0.2 0.2
C -0.152111 -0.507507 -2.565054 0.3 0.0 0.1
N 0.946107 -1.299496 -2.412754 -0.1 0.0 -0.1
S -0.546300 0.295686 -4.045732 0.0 0.0 -0.1
H -2.852607 3.955328 -4.642535 0.0 0.0 0.0
H -1.457600 2.983271 -5.123457 0.0 0.0 0.0
H -1.547084 3.606008 -3.482068 0.0 0.0 -0.1
H -3.422704 1.486830 -4.673477 0.0 0.0 0.0
H -3.596519 2.175077 -3.058432 0.0 0.0 0.0
H 1.219823 -1.385793 -1.420491 0.0 0.0 0.0
H 1.732287 -1.014011 -2.976412 0.0 0.0 0.0
O -4.639065 -3.393067 -1.580941 0.0 0.0 0.0
C -3.840707 -2.675584 -1.030684 0.0 0.0 0.0
N -3.056467 -1.973954 -0.500394 0.1 0.1 0.1
```
Forces are in eV/Å.

Results
E: -138148.641 eV
LUMO (alpha / beta): 0.1507 / 0.1507 Eh
Net charge: -2
Spin multiplicity: 5

---

No. 4
Density functional theory data (wB97M-V/def2-TZVPD) for a 13-piece molecular cluster, C39H104O13 overall.

Structure (XYZ):
```
156
Properties=species:S:1:pos:R:3:forces:R:3
C 3.491736 -3.962773 -0.336565 -0.5 0.3 -1.0
C 3.979416 -4.093323 -1.795545 0.3 0.4 0.5
C 3.404886 -3.023493 -2.705705 -0.4 -0.4 -0.2
O 5.415036 -4.002923 -1.922945 -0.7 -0.2 0.4
H 3.569056 -2.928983 0.000205 0.5 -0.1 0.3
H 3.918356 -4.697033 0.346785 0.3 0.2 0.0
H 2.418096 -4.150283 -0.352025 -0.2 -0.1 0.0
H 3.664296 -5.083413 -2.124975 0.0 -0.1 -0.3
H 3.588706 -2.008023 -2.354825 0.2 -0.1 0.1
H 2.326016 -3.140153 -2.808335 -0.2 0.0 0.2
H 3.794396 -3.153623 -3.715385 0.2 0.1 0.1
H 5.728866 -4.717883 -1.364435 0.5 0.0 0.0
C 4.244966 2.143807 -1.387905 1.2 0.8 -1.0
C 4.975486 3.456127 -0.885345 -1.8 -1.3 0.5
C 4.829686 4.618707 -1.804945 1.1 0.1 -1.4
O 4.339216 3.838137 0.314245 0.1 0.1 1.3
H 4.048726 1.290587 -0.738595 0.3 0.5 0.8
H 4.897206 1.725807 -2.154695 -0.2 -0.1 -0.5
H 3.289726 2.419297 -1.834805 0.0 0.1 -0.1
H 6.026246 3.307097 -0.636775 0.2 -0.3 -0.5
H 5.393176 4.367457 -2.703525 -0.1 0.1 -0.4
H 5.358146 5.485367 -1.407775 -0.3 0.1 0.2
H 3.819216 4.884527 -2.115415 -0.1 -0.2 0.4
H 4.892986 3.420007 0.977645 -0.5 0.1 0.6
C -2.218904 -0.922503 3.972625 0.0 1.9 1.8
C -2.867024 -0.185163 5.234195 -0.2 -1.4 -1.5
C -3.838214 0.889167 4.792075 0.7 0.4 0.0
O -3.556514 -1.191963 5.947195 -0.3 -0.4 0.7
H -1.564504 -1.720793 4.322765 -0.1 0.0 -0.2
H -1.644444 -0.154013 3.455405 0.2 -0.3 -0.4
H -3.033464 -1.270343 3.337345 0.1 -0.1 -0.1
H -2.165394 0.231867 5.956625 0.4 -0.1 -0.4
H -4.706784 0.466407 4.287135 0.0 0.0 0.1
H -3.302434 1.540617 4.101665 -0.2 0.2 -0.2
H -4.118974 1.489567 5.657405 -0.3 -0.1 -0.1
H -3.874144 -1.818453 5.292815 -0.2 -0.1 0.1
C -0.079284 0.842007 0.884285 0.5 -0.1 -1.2
C -0.489574 0.175687 -0.424965 0.9 -1.3 1.2
C 0.675696 -0.484233 -1.177555 -0.2 1.3 0.2
O -1.395434 -0.840753 -0.038315 -1.5 -0.1 -0.7
H 0.657206 1.593627 0.600105 -0.1 0.5 0.6
H 0.405026 0.095247 1.513475 0.0 0.0 0.1
H -0.973304 1.212367 1.385935 0.2 0.3 0.0
H -0.981544 0.895417 -1.079215 -0.1 -0.1 -0.1
H 1.287476 -1.181043 -0.604595 -0.3 -0.1 0.4
H 1.308586 0.375317 -1.398305 0.4 -0.3 -0.7
H 0.288316 -0.996393 -2.058315 0.2 0.2 -0.2
H -0.878534 -1.598133 0.245915 0.1 -0.2 0.3
C 1.505106 0.151097 -5.429195 -0.6 0.9 -0.6
C 2.802946 -0.180803 -6.167265 0.5 -1.3 -0.1
C 2.729266 -1.327853 -7.209135 -0.1 0.4 0.5
O 3.383096 0.998597 -6.743525 -0.8 0.0 0.4
H 1.651506 1.005377 -4.768225 0.2 0.1 -0.1
H 0.984226 -0.594573 -4.828565 0.9 -0.6 0.0
H 0.707026 0.428727 -6.117735 0.1 0.3 -0.4
H 3.476966 -0.576833 -5.407685 0.4 0.2 0.3
H 1.977846 -1.136203 -7.975125 -0.1 -0.2 0.1
H 2.571176 -2.269603 -6.683565 -0.5 0.0 -0.1
H 3.685236 -1.503943 -7.702295 0.2 0.4 -0.1
H 4.094876 0.732147 -7.330025 0.0 -0.1 0.0
C 1.374456 2.057927 3.800465 -0.3 0.7 -0.2
C 2.420076 3.158957 4.144315 0.4 -1.2 -0.1
C 1.946176 4.551857 4.442135 -0.8 0.4 -1.0
O 3.207046 2.743937 5.238295 0.0 0.0 0.9
H 0.969816 2.131137 2.791005 0.1 0.6 -0.1
H 0.511676 2.091227 4.465745 0.1 -0.1 0.3
H 1.797116 1.053217 3.795935 0.3 0.1 0.5
H 3.111486 3.207167 3.303055 -0.1 0.2 -0.5
H 1.454276 4.911287 3.538275 -0.2 0.2 -0.1
H 2.774306 5.242477 4.601335 0.1 -0.3 0.2
H 1.207016 4.664077 5.235325 0.2 -0.3 0.2
H 3.671336 1.945107 4.977675 0.0 -0.3 -0.1
C -3.901724 -3.338293 -0.200185 -0.4 0.0 0.9
C -3.853294 -4.885963 -0.181945 -2.5 0.9 -2.2
C -5.277344 -5.478933 -0.621545 0.8 0.1 0.1
O -2.936214 -5.268893 -1.203755 0.8 -0.6 0.7
H -3.846234 -2.901853 -1.197455 0.2 -0.4 -0.2
H -3.132544 -2.870923 0.414655 0.3 -0.1 -0.1
H -4.839244 -2.950083 0.197875 -0.2 -0.2 0.2
H -3.569194 -5.305733 0.783025 0.2 0.0 -0.2
H -5.209964 -6.563093 -0.711925 0.0 -0.1 0.5
H -5.589904 -5.187353 -1.624235 0.6 0.5 -0.4
H -6.164634 -5.174453 -0.066475 0.4 -0.1 0.7
H -3.408204 -5.324943 -2.037825 -0.1 0.1 0.0
C -0.596614 -4.175753 3.299675 0.5 0.7 1.0
C 0.439516 -3.207463 2.729595 0.1 -0.9 0.5
C 1.854486 -3.856683 2.772195 -0.6 0.5 -0.1
O 0.079906 -2.964293 1.402405 0.0 0.8 -1.7
H -0.443644 -4.114123 4.377125 -0.2 -0.6 0.2
H -0.430864 -5.185793 2.924925 0.0 -0.1 0.1
H -1.631414 -3.882423 3.122925 0.1 0.2 -0.3
H 0.389536 -2.230643 3.210665 0.1 -0.1 0.2
H 2.679986 -3.151733 2.673695 -0.2 0.2 -0.2
H 1.841986 -4.489233 1.884605 0.4 -0.3 0.2
H 2.062716 -4.428813 3.676295 -0.3 -0.1 0.0
H -0.308034 -3.762183 1.035675 0.0 -0.2 -0.1
C -1.773344 3.825477 2.480315 -0.1 0.6 -1.2
C -2.335414 5.158697 2.954655 -1.2 -0.9 1.1
C -3.742514 4.989337 3.458695 -1.1 -0.5 0.7
O -1.522334 5.615857 4.007815 0.8 1.4 -0.1
H -2.478004 3.319627 1.820255 0.0 -0.1 -0.1
H -1.506394 3.145427 3.289245 0.0 0.2 0.2
H -0.893944 4.082137 1.889655 0.3 -0.5 0.1
H -2.468114 5.907887 2.174135 1.1 0.1 -0.1
H -4.431924 4.692737 2.668225 0.1 -0.3 -0.1
H -4.224654 5.833787 3.951185 0.5 0.6 -0.3
H -3.750804 4.249197 4.258845 -0.1 -0.5 -0.1
H -1.560474 5.023747 4.762505 -0.2 -0.2 -0.1
C -4.589454 0.325737 0.707975 -0.6 -0.4 -0.7
C -4.733744 0.421537 -0.859195 0.1 1.4 1.2
C -5.765434 1.532037 -1.324965 0.6 -1.5 0.1
O -3.447294 0.813567 -1.367395 -0.4 0.5 -0.3
H -4.357524 1.285317 1.170045 0.1 0.1 -0.2
H -3.838534 -0.404753 1.008965 0.4 0.1 -0.3
H -5.482194 -0.066463 1.195115 -0.4 0.2 -0.2
H -4.916544 -0.566273 -1.282175 -0.6 0.0 0.1
H -5.977334 1.425777 -2.388875 0.3 0.1 -0.1
H -5.370214 2.530017 -1.135445 0.0 -0.1 0.1
H -6.744744 1.416537 -0.860525 0.2 -0.1 0.4
H -2.796844 0.278717 -0.906485 0.2 -0.4 0.1
C -0.639304 -2.523373 -6.139325 1.1 0.1 0.1
C -1.605604 -3.267423 -5.223445 1.1 1.4 -0.9
C -1.931684 -2.494873 -3.942725 -0.2 -0.6 0.1
O -2.735014 -3.391033 -6.046305 -1.4 -1.0 0.2
H -0.611154 -2.904683 -7.160065 -0.3 -0.5 0.1
H 0.395256 -2.578763 -5.800625 0.0 0.3 0.2
H -0.936534 -1.481693 -6.260415 0.0 0.2 0.3
H -1.154074 -4.233963 -4.999825 -0.6 -0.3 -0.1
H -1.817554 -1.415223 -4.039805 0.2 0.0 -0.1
H -1.372824 -2.866363 -3.083785 0.2 0.2 0.0
H -2.981584 -2.686473 -3.721135 -0.1 0.0 0.1
H -3.068104 -2.498753 -6.166705 -0.2 0.1 -0.1
C -2.342624 4.534877 -0.954285 -0.2 -0.7 -0.4
C -2.312224 4.202577 -2.448495 1.0 0.4 0.1
C -1.043754 3.462987 -2.891205 0.5 -0.6 -0.8
O -3.430144 3.445987 -2.800855 -0.8 0.3 -0.4
H -2.167774 3.579887 -0.458785 0.4 0.1 0.4
H -3.345784 4.805037 -0.624445 0.0 0.4 -0.3
H -1.615084 5.297877 -0.677485 0.0 -0.2 0.1
H -2.289954 5.115247 -3.043995 -0.7 0.1 0.0
H -0.509364 3.955477 -3.703595 0.2 0.6 0.3
H -1.326284 2.565367 -3.441275 -0.3 -0.4 0.4
H -0.313244 3.162787 -2.139985 -0.1 0.2 0.3
H -3.388074 2.618887 -2.315335 0.0 -0.5 0.2
C 3.764466 -0.172703 2.117525 0.6 0.9 -0.2
C 4.630946 -0.623233 3.313475 0.2 0.0 -0.4
C 6.119286 -0.907433 2.940465 -0.7 -0.3 -0.8
O 4.598166 0.432427 4.269945 -0.3 0.2 0.0
H 4.136066 0.827007 1.892615 0.2 0.1 -0.5
H 2.698086 0.024627 2.227025 0.0 -0.5 0.9
H 3.808516 -0.793743 1.222825 0.5 -0.2 0.1
H 4.138476 -1.503933 3.725685 0.3 -0.3 0.3
H 6.124156 -1.761553 2.263295 0.1 -0.1 -0.1
H 6.832016 -1.128573 3.734955 -0.6 -0.2 0.5
H 6.603386 -0.086943 2.410785 -0.4 0.3 -0.2
H 5.226066 0.230587 4.967515 0.1 -0.1 0.1
```
Forces are in eV/Å.

Results
E: -68744.127 eV
LUMO: 0.0095 Eh

---

Result set for relative energy (zero: lowest compared OMol25 entry of this formula, charge and spin): 124.5 52.1 1.5 93.3 kcal/mol, one per record in the order listed.